Entry 1:
{"formula": "C4H10N2O", "method": "wB97M-V/def2-TZVPD", "species": ["N", "C", "C", "N", "C", "C", "O", "H", "H", "H", "H", "H", "H", "H", "H", "H", "H"], "coordinates": [[-0.495, -2.332, -0.586], [-1.000, -1.055, -0.069], [-0.170, 0.208, -0.456], [-0.977, 1.405, -0.394], [1.108, 0.281, 0.441], [1.621, 1.663, 0.621], [1.792, 2.137, 1.707], [-0.687, -3.050, 0.108], [0.487, -2.306, -0.783], [-1.322, -0.975, 0.977], [-1.928, -0.875, -0.629], [-0.025, 0.030, -1.528], [-1.910, 1.383, -0.784], [-1.032, 1.851, 0.503], [1.726, -0.341, -0.218], [0.940, -0.232, 1.384], [1.874, 2.208, -0.294]], "forces_ev_per_angstrom": [[-0.49, 0.10, 1.01], [-0.97, 1.10, -1.19], [-1.49, -1.00, 0.47], [0.14, 0.94, 0.21], [-1.01, -0.77, -1.92], [0.42, -0.62, -0.12], [0.00, 0.52, 0.47], [0.33, -0.05, -0.37], [0.51, -0.08, 0.15], [0.56, -0.50, 0.16], [-0.13, -0.04, 0.18], [0.96, 0.21, 0.12], [0.20, -0.44, -0.14], [0.07, -0.07, 0.42], [0.89, 0.26, 0.65], [0.01, 0.17, 0.15], [-0.02, 0.27, -0.26]], "lowdin_charge": [0.01, -0.27, -0.41, 0.04, -0.11, -0.29, 0.06, 0.07, 0.05, 0.11, 0.09, 0.14, 0.08, 0.07, 0.12, 0.12, 0.13], "relative_energy_kj_mol": 211.2, "spin_multiplicity": 1, "e_tot_ev": -9336.79843, "smiles": "NC[C@@H](N)CC=O", "total_charge": 0}



Entry 2:
{"formula": "C6H7ClN2O", "method": "wB97M-V/def2-TZVPD", "species": ["C", "C", "C", "C", "C", "C", "N", "N", "O", "Cl", "H", "H", "H", "H", "H", "H", "H"], "coordinates": [[-1.728, 0.753, -0.896], [-0.448, 0.957, -1.273], [-0.777, -0.071, 1.175], [2.217, -1.450, -0.562], [-2.003, 0.449, 0.530], [0.634, 0.828, -0.349], [0.426, 0.323, 0.836], [2.321, -1.303, 0.616], [2.197, -1.686, -1.688], [2.126, 1.505, -0.746], [-2.531, 0.883, -1.624], [-0.017, 0.909, -2.300], [-0.824, -0.850, 1.943], [-2.416, 1.400, 1.107], [-2.838, -0.241, 0.617], [1.081, -0.350, 1.347], [2.581, -2.055, 1.266]], "forces_ev_per_angstrom": [[0.76, 0.28, -1.17], [0.77, -1.01, -0.59], [-1.26, -0.79, 1.09], [0.53, -1.51, -1.42], [-1.35, 2.33, 1.45], [-0.11, 0.98, -1.31], [-1.08, -2.30, 2.32], [0.92, -0.77, 3.16], [-0.33, 0.38, -1.02], [1.41, 0.71, -0.20], [0.13, -0.53, 0.21], [-1.13, 0.85, 0.51], [-0.03, 0.44, -0.22], [0.67, -1.28, -0.86], [0.03, -0.31, 0.10], [0.11, 2.02, -1.27], [-0.05, 0.51, -0.78]], "lowdin_charge": [-0.11, -0.13, -0.12, -0.45, -0.22, -0.82, -0.03, 0.13, 0.20, 0.72, 0.10, 0.12, 0.11, 0.13, 0.10, 0.13, 0.13], "relative_energy_kj_mol": 284.9, "spin_multiplicity": 1, "e_tot_ev": -23882.24695, "total_charge": 0}



Entry 3:
{"formula": "C6H10BrClNOS", "method": "wB97M-V/def2-TZVPD", "species": ["C", "C", "C", "C", "C", "C", "N", "O", "S", "Cl", "Br", "H", "H", "H", "H", "H", "H", "H", "H", "H", "H"], "coordinates": [[-1.284, 0.003, 1.528], [-2.245, 1.239, 1.209], [-0.909, -0.539, 0.176], [-0.427, 0.616, -0.666], [2.232, -1.013, -1.283], [0.807, 1.200, -0.257], [2.361, 0.387, -1.238], [3.408, 0.975, -1.091], [-1.706, 1.996, -0.349], [1.101, -2.753, 1.040], [-2.639, -1.218, -0.829], [-0.428, 0.324, 2.108], [-1.901, -0.697, 1.933], [-3.228, 0.816, 0.989], [-2.222, 1.927, 2.013], [-0.344, -1.401, 0.107], [-0.232, 0.097, -1.636], [3.119, -1.561, -1.410], [1.893, -1.347, -0.211], [1.462, -1.264, -1.972], [1.183, 2.211, -0.160]], "forces_ev_per_angstrom": [[-0.62, 2.36, -2.32], [0.70, -1.91, -0.80], [-2.01, 2.01, -0.18], [-0.54, 0.14, -0.95], [-0.80, -0.59, 2.55], [4.50, -1.69, -1.01], [-3.67, 2.60, 1.99], [1.27, 0.12, -0.08], [0.57, -0.43, -0.48], [0.12, -0.59, 0.59], [0.83, 0.16, 0.66], [0.23, -0.33, 0.05], [-1.23, -2.01, 2.08], [-0.03, 0.28, 0.50], [-0.23, 0.79, 0.64], [1.29, -1.61, 0.23], [-0.88, 1.24, -0.17], [1.43, -0.37, -0.66], [0.24, 0.21, -1.70], [-0.66, -0.42, -0.59], [-0.51, 0.05, -0.36]], "lowdin_charge": [-0.24, -0.49, -0.62, -0.69, -0.15, 0.05, -0.24, -0.06, 0.81, -0.31, 0.54, 0.12, 0.06, 0.02, 0.05, -0.10, 0.11, 0.07, -0.06, 0.07, 0.05], "relative_energy_kj_mol": 318.4, "spin_multiplicity": 1, "e_tot_ev": -103317.78757, "total_charge": -1}



Entry 4:
{"formula": "C20H11BBrNO9Ru", "method": "wB97M-V/def2-TZVPD", "species": ["Ru", "O", "C", "C", "C", "N", "C", "C", "C", "O", "O", "C", "O", "O", "H", "H", "H", "Br", "C", "C", "C", "C", "C", "C", "C", "O", "O", "H", "H", "H", "H", "O", "B", "O", "C", "C", "C", "C", "C", "C", "H", "H", "H", "H"], "coordinates": [[-0.043, 2.675, -0.477], [0.271, 0.388, 5.137], [0.275, 0.999, 3.922], [-0.487, 2.141, 3.678], [-0.433, 2.684, 2.410], [0.335, 2.130, 1.495], [1.057, 1.043, 1.691], [1.069, 0.430, 2.925], [1.785, 0.604, 0.423], [2.607, -0.290, 0.476], [1.466, 1.285, -0.644], [-1.190, 3.901, 1.874], [-1.861, 4.569, 2.635], [-0.979, 4.142, 0.612], [-0.337, 0.853, 5.721], [-1.119, 2.591, 4.434], [1.650, -0.464, 3.104], [-2.091, 2.070, -6.302], [-1.420, 1.116, -4.800], [-0.333, 0.273, -4.971], [0.127, -0.431, -3.873], [-0.454, -0.289, -2.609], [-1.522, 0.601, -2.470], [-2.026, 1.281, -3.572], [-2.217, 0.832, -1.145], [-3.365, 0.464, -1.007], [-1.530, 1.405, -0.192], [0.131, 0.165, -5.941], [0.959, -1.113, -3.995], [-0.341, 3.064, -2.019], [-2.870, 1.946, -3.454], [1.110, -2.114, -1.675], [0.077, -1.197, -1.475], [-0.478, -1.355, -0.210], [0.233, -2.367, 0.378], [0.090, -2.891, 1.640], [0.971, -3.914, 1.993], [1.939, -4.372, 1.107], [2.071, -3.829, -0.172], [1.197, -2.824, -0.507], [-0.665, -2.516, 2.318], [0.899, -4.358, 2.978], [2.610, -5.162, 1.418], [2.832, -4.164, -0.862]], "forces_ev_per_angstrom": [[0.04, -0.04, 0.08], [0.00, 0.00, 0.00], [0.01, -0.01, 0.03], [-0.01, 0.03, -0.01], [0.01, -0.03, -0.03], [-0.06, -0.08, -0.04], [-0.04, 0.02, 0.01], [0.02, 0.00, -0.01], [0.12, 0.12, 0.04], [-0.05, -0.07, -0.01], [0.05, -0.01, 0.02], [0.08, 0.07, 0.05], [-0.03, -0.02, -0.01], [-0.01, -0.04, -0.02], [0.00, 0.00, 0.00], [0.00, 0.00, 0.00], [0.00, 0.00, 0.00], [0.00, 0.00, 0.00], [-0.01, -0.01, 0.02], [-0.01, 0.01, 0.02], [0.00, -0.01, -0.04], [0.03, 0.02, -0.01], [-0.05, -0.02, 0.03], [0.02, 0.01, -0.04], [0.05, 0.01, 0.08], [-0.01, -0.05, 0.01], [-0.14, 0.08, -0.15], [0.00, 0.00, 0.00], [0.00, 0.00, 0.01], [-0.02, 0.01, 0.00], [0.00, 0.00, 0.00], [0.00, -0.01, 0.01], [-0.04, -0.07, -0.05], [0.02, 0.05, 0.01], [-0.01, 0.00, 0.00], [0.00, 0.01, 0.00], [0.00, -0.01, 0.00], [0.00, 0.00, 0.00], [0.01, 0.00, 0.01], [0.02, 0.05, -0.01], [0.00, 0.00, 0.00], [0.00, 0.00, 0.00], [0.00, 0.00, 0.00], [0.00, 0.00, 0.00]], "lowdin_charge": [1.23, 0.06, -0.27, 0.08, -0.16, 0.00, -0.15, 0.09, -0.56, 0.09, -0.16, -0.57, 0.06, -0.18, 0.11, 0.13, 0.13, 0.70, -0.67, -0.12, -0.02, -0.02, -0.12, -0.09, -0.58, 0.09, -0.15, 0.10, 0.12, -0.05, 0.12, 0.21, -0.50, 0.22, -0.19, 0.01, -0.10, -0.10, 0.01, -0.20, 0.12, 0.09, 0.09, 0.12], "relative_energy_kj_mol": 20.9, "spin_multiplicity": 2, "e_tot_ev": -114142.87947, "total_charge": -1}



Entry 5:
{"formula": "C3H4LiO3Tl", "method": "wB97M-V/def2-TZVPD", "species": ["H", "O", "O", "C", "C", "H", "Tl", "Li", "O", "C", "H", "H"], "coordinates": [[-1.802, -1.869, 2.575], [0.113, -1.305, 2.235], [2.077, -0.342, -1.184], [-1.094, -1.164, 2.102], [1.184, 0.206, -1.858], [-1.509, -0.183, 1.798], [2.056, -0.648, 1.037], [-0.092, 1.214, -3.378], [-0.967, 1.419, -1.809], [-0.007, 0.879, -0.987], [0.568, 1.561, -0.301], [-0.527, 0.233, -0.230]], "forces_ev_per_angstrom": [[0.16, -0.26, -0.59], [-2.34, -0.64, -0.05], [-0.09, -0.15, -0.82], [0.66, 0.96, 1.76], [-1.34, 0.68, 0.51], [0.07, -0.46, -0.56], [1.67, 0.35, 0.40], [-0.01, -0.19, 0.68], [0.79, 0.22, -0.02], [-0.11, -0.23, -0.80], [-0.02, 0.50, -0.31], [0.54, -0.78, -0.22]], "lowdin_charge": [0.10, -0.27, -0.42, -0.06, -0.28, 0.10, 1.01, 0.68, -0.45, -0.54, 0.07, 0.05], "relative_energy_kj_mol": 246.3, "spin_multiplicity": 1, "e_tot_ev": -14213.22767, "total_charge": 0}



Entry 6:
{"formula": "C6H17N4", "method": "wB97M-V/def2-TZVPD", "species": ["C", "C", "C", "C", "C", "C", "N", "N", "N", "N", "H", "H", "H", "H", "H", "H", "H", "H", "H", "H", "H", "H", "H", "H", "H", "H", "H"], "coordinates": [[-4.263, 0.498, 0.111], [3.882, -1.139, 0.465], [-2.784, 0.245, 0.631], [-1.698, 0.443, -0.408], [0.665, 0.797, -0.759], [-0.299, 0.004, 0.112], [3.067, 1.699, -0.387], [-0.062, -1.385, -0.151], [2.639, -0.524, 0.100], [2.453, 0.675, -0.213], [-4.805, 0.238, 0.992], [-4.313, 1.533, -0.103], [-4.483, -0.156, -0.735], [4.469, -1.743, -0.172], [4.557, -0.406, 0.864], [3.753, -1.908, 1.175], [-2.582, -0.735, 1.114], [-2.556, 0.861, 1.535], [-1.636, 1.485, -0.690], [-1.946, -0.190, -1.303], [0.550, 1.889, -0.729], [0.798, 0.316, -1.703], [-0.264, 0.155, 1.160], [4.091, 2.045, -0.164], [-0.201, -1.535, -1.147], [-0.702, -2.045, 0.388], [1.670, -1.118, 0.019]], "forces_ev_per_angstrom": [[2.86, -1.53, 1.04], [0.79, 0.65, 0.97], [0.14, -0.07, 0.92], [-0.04, -0.43, -0.32], [2.12, 0.46, 2.29], [-0.85, 0.66, -1.74], [2.10, 2.92, 0.33], [0.01, -2.19, 0.69], [-1.39, -4.41, 0.24], [-3.68, 1.81, -1.87], [-1.21, -0.01, 0.20], [-0.50, 0.94, -0.43], [-0.16, 0.26, 0.13], [0.13, 0.04, -2.37], [0.25, 0.42, 0.40], [-0.91, -0.33, 1.62], [-0.82, -0.12, -0.67], [-0.38, 0.27, -0.85], [-0.30, 0.34, -0.34], [0.30, 0.75, 0.53], [0.25, -0.55, -0.21], [0.02, 0.18, -0.82], [0.43, 0.60, 1.00], [-2.13, -2.34, -0.26], [-0.19, -0.43, 0.12], [1.18, 1.27, -1.00], [1.97, 0.85, 0.40]], "lowdin_charge": [-0.05, -0.02, -0.25, -0.19, 0.11, -0.42, 0.15, 0.02, -0.01, -0.22, 0.06, 0.06, 0.08, 0.08, 0.09, 0.08, 0.10, 0.12, 0.11, 0.14, 0.12, 0.11, 0.14, 0.17, 0.10, 0.15, 0.16], "relative_energy_kj_mol": 252.9, "spin_multiplicity": 1, "e_tot_ev": -12447.39273, "total_charge": 1}



Entry 7:
{"formula": "CH3N3O3", "method": "wB97M-V/def2-TZVPD", "species": ["H", "N", "N", "N", "O", "H", "H", "O", "C", "O"], "coordinates": [[-0.289, 0.844, 1.545], [-0.727, 0.479, 0.756], [-0.098, 0.660, -0.307], [0.847, 1.702, -0.183], [-0.260, 0.166, -1.377], [1.090, 1.705, 0.874], [1.560, 1.613, -0.963], [-1.825, -2.467, -0.362], [-0.701, -2.331, -0.153], [0.402, -2.370, 0.172]], "forces_ev_per_angstrom": [[0.88, 1.19, 1.21], [-2.58, -3.04, -1.55], [1.22, 2.60, 2.90], [1.40, -0.27, 0.27], [-0.53, -0.82, -1.61], [0.45, 0.34, -3.05], [-0.79, 0.08, 1.83], [-0.65, 0.41, -0.58], [-0.76, -0.98, 0.64], [1.37, 0.50, -0.06]], "lowdin_charge": [0.04, 0.15, -0.51, 0.11, 0.04, 0.14, 0.13, 0.20, -0.49, 0.19], "relative_energy_kj_mol": 46.7, "spin_multiplicity": 1, "e_tot_ev": -11695.39920, "smiles": "[H]/N=[N+](\\N)[O-].O=C=O", "total_charge": 0}



Entry 8:
{"formula": "C4H5NO", "method": "wB97M-V/def2-TZVPD", "species": ["N", "C", "C", "C", "C", "O", "H", "H", "H", "H", "H"], "coordinates": [[-0.981, -1.285, 0.684], [-0.804, -0.315, 1.391], [0.124, 0.795, 0.971], [0.561, 0.510, -0.458], [0.089, -0.705, -1.073], [-0.537, 0.518, -1.386], [0.973, 0.820, 1.665], [-0.387, 1.760, 1.048], [1.481, 0.981, -0.807], [0.607, -1.220, -1.889], [-1.127, -1.858, -0.144]], "forces_ev_per_angstrom": [[0.08, 0.55, 0.35], [0.01, -0.46, -0.42], [0.03, 0.06, 0.01], [0.16, 0.00, 0.18], [0.19, -0.03, -0.08], [-0.16, 0.06, -0.11], [-0.12, -0.01, -0.09], [0.06, -0.13, 0.00], [-0.15, -0.07, 0.04], [-0.10, 0.03, 0.13], [0.01, 0.00, -0.01]], "lowdin_charge": [0.15, -0.11, -0.14, -0.31, -0.13, -0.04, 0.11, 0.12, 0.14, 0.10, 0.11], "relative_energy_kj_mol": 568.3, "spin_multiplicity": 1, "e_tot_ev": -7760.63631, "total_charge": 0}